Computed, not measured: a molecular structure, C25H41BrClNO4P2PdTe, with ωB97M-V/def2-TZVPD.

Energy relative to the best compared isomer or geometry (same formula, charge and spin) (kJ/mol): 10.4
Total charge: +2
<S²>: 6.0491
Multiplicity: 5
Gap between HOMO and LUMO (alpha / beta) (eV): 7.16 / 6.29
HOMO level (alpha / beta) (eV): -12.48 / -14.49

CARTESIAN COORDINATES (ANGSTROEM)
Pd (0.84433, 0.12624, 0.16039)
O (3.83346, -4.17363, 4.23340)
C (3.25396, -3.32851, 3.38561)
C (2.23907, -2.43612, 3.73723)
C (1.72395, -1.61723, 2.76016)
N (2.12977, -1.61576, 1.47965)
C (3.09290, -2.47595, 1.18320)
Br (3.69416, -2.55279, -0.62177)
C (3.69085, -3.34992, 2.06279)
H (3.49701, -4.07564, 5.13082)
H (1.86233, -2.37791, 4.75136)
H (0.94015, -0.91573, 3.01403)
H (4.47383, -4.02790, 1.75329)
C (0.17648, 3.88669, -0.66263)
C (-1.11146, 3.28005, -0.11445)
C (-2.31387, 4.03491, -0.69920)
P (-1.17733, 1.44555, -0.27918)
C (-2.29452, 0.83234, 1.05487)
C (-3.55603, 1.64515, 1.35717)
C (-1.48491, 0.68097, 2.34658)
C (-1.85753, 0.96317, -1.92542)
C (-3.36461, 1.13038, -2.13081)
C (-1.06746, 1.61837, -3.06276)
H (0.21215, 4.94671, -0.40140)
H (0.22352, 3.81799, -1.75024)
H (1.05657, 3.40751, -0.24953)
H (-1.11253, 3.40937, 0.97434)
H (-2.28272, 4.03389, -1.78934)
H (-2.24547, 5.07707, -0.38074)
H (-3.28165, 3.65590, -0.38409)
H (-2.57778, -0.16591, 0.71294)
H (-3.30760, 2.61224, 1.79709)
H (-4.14335, 1.09984, 2.09915)
H (-4.19030, 1.81106, 0.49225)
H (-1.13273, 1.64652, 2.71654)
H (-0.62780, 0.02162, 2.22077)
H (-2.11419, 0.24439, 3.12446)
H (-1.66983, -0.11316, -1.96022)
H (-3.68138, 2.17165, -2.07649)
H (-3.94121, 0.55806, -1.40510)
H (-3.62306, 0.75949, -3.12514)
H (-1.34701, 2.66463, -3.18395)
H (-1.29127, 1.11303, -4.00409)
H (0.01426, 1.58749, -2.90432)
C (-3.09727, -4.35212, -2.52646)
C (-2.88287, -3.20235, -1.58380)
O (-1.60684, -2.52157, -1.93343)
P (-0.40498, -2.44958, -0.94935)
O (-0.61586, -1.69138, 0.32701)
Te (1.17039, -1.05986, -2.24851)
O (0.16855, -3.88197, -0.78165)
C (0.42794, -4.57771, 0.49939)
C (-0.71613, -5.49929, 0.81732)
H (-4.05509, -4.82573, -2.30359)
H (-2.31144, -5.09949, -2.41694)
H (-3.11962, -4.00786, -3.56005)
H (-2.83076, -3.51808, -0.54193)
H (-3.63933, -2.42762, -1.67726)
H (0.57848, -3.81670, 1.26104)
H (1.35596, -5.11165, 0.32047)
H (-1.63369, -4.94207, 1.01360)
H (-0.47884, -6.07219, 1.71543)
H (-0.88421, -6.20494, 0.00463)
Cl (3.76366, 6.39310, -1.75926)
C (3.60160, 4.83100, -1.08090)
C (3.47286, 4.69265, 0.30774)
C (3.31474, 3.44556, 0.84951)
C (3.29693, 2.28130, 0.02585)
C (3.20408, 1.00443, 0.58641)
C (3.45470, 2.46360, -1.37936)
C (3.60182, 3.71229, -1.92218)
H (3.50612, 5.57649, 0.93277)
H (3.22528, 3.32884, 1.92357)
H (3.48954, 0.14819, -0.00872)
H (3.25886, 0.88587, 1.65914)
H (3.49134, 1.59019, -2.01994)
H (3.73296, 3.85256, -2.98777)

Cartesian forces (eV/Å) of the 3 atoms listed first:
Pd -0.1 -0.1 0.1
O 0.1 0.0 -0.1
C 0.0 0.0 0.0

***

Computed, not measured: a molecular structure, C25H41Cl3O2P2Y, with ωB97M-V/def2-TZVPD.

Energy relative to the best compared isomer or geometry (same formula, charge and spin) (kJ/mol): 0.0
Total charge: +1
Gap between HOMO and LUMO (eV): 7.70
HOMO level (eV): -10.55

CARTESIAN COORDINATES (ANGSTROEM)
Y (-0.67052, -1.76393, 0.65493)
C (0.06222, -2.53453, 3.03000)
C (-0.88236, -1.46646, 3.21086)
C (-2.02636, -3.30513, 2.38897)
C (-0.65205, -3.66652, 2.53259)
C (-2.17496, -1.94663, 2.79504)
C (1.48371, -2.52792, 3.44757)
H (1.89603, -1.51415, 3.40625)
H (2.08525, -3.17169, 2.79160)
H (1.59943, -2.90118, 4.47989)
C (-0.10796, -5.02914, 2.29354)
H (0.93257, -5.08173, 2.62640)
H (-0.14469, -5.26566, 1.21985)
H (-0.68526, -5.79724, 2.83398)
C (-3.12723, -4.23683, 2.04232)
H (-3.42337, -4.85266, 2.90902)
H (-2.81769, -4.91083, 1.23322)
H (-3.99893, -3.66957, 1.70807)
C (-3.46115, -1.21913, 2.90242)
H (-3.99744, -1.46618, 3.83385)
H (-4.11100, -1.48915, 2.05872)
H (-3.29272, -0.13772, 2.87938)
C (-0.61777, -0.15689, 3.84757)
H (-0.83102, -0.18649, 4.93267)
H (-1.24751, 0.63484, 3.40911)
H (0.43543, 0.14107, 3.72198)
C (2.93296, 2.67453, -2.60085)
C (3.37506, 3.11939, -1.41291)
C (3.15277, 4.48764, -0.84106)
C (1.85918, 5.20474, -1.31560)
C (0.62816, 4.36146, -1.27588)
C (0.10089, 3.69525, -2.31741)
C (0.75259, 3.50761, -3.65603)
C (2.29850, 3.51523, -3.66378)
H (4.02076, 5.12623, -1.09296)
H (2.02447, 5.65271, -2.30289)
H (3.13042, 4.43949, 0.26517)
H (2.67541, 4.54579, -3.64422)
H (3.21435, 1.67585, -2.94561)
H (4.11540, 2.51976, -0.87284)
H (2.61134, 3.08362, -4.62848)
H (0.41463, 2.55662, -4.11224)
H (-0.94970, 3.37645, -2.29575)
H (0.39160, 4.31123, -4.32433)
H (1.69418, 6.03843, -0.61519)
H (0.08189, 4.44196, -0.33046)
P (1.41832, -0.18999, -0.28835)
C (2.64354, -0.79469, -1.46262)
C (2.19519, 1.05975, 0.76684)
P (-1.51761, 0.64521, -0.48665)
C (0.17711, 0.76842, -1.29015)
C (-1.77421, 2.26566, 0.26914)
C (-2.66394, 0.56514, -1.88206)
H (2.23414, -1.68719, -1.96127)
H (3.55169, -1.09241, -0.91972)
H (2.87953, -0.03082, -2.20817)
H (2.52731, 1.91621, 0.17189)
H (3.07008, 0.61651, 1.26276)
H (1.49797, 1.42116, 1.53545)
H (-2.41354, 1.32955, -2.62443)
H (-3.68516, 0.73122, -1.50806)
H (-2.63415, -0.42941, -2.34295)
H (0.13169, 0.38668, -2.31550)
H (0.50156, 1.81510, -1.32464)
H (-2.82850, 2.36727, 0.55480)
H (-1.50175, 3.08045, -0.41027)
H (-1.16413, 2.35963, 1.17712)
Cl (-3.15299, -5.37049, -2.02943)
C (-1.77688, -4.34370, -2.47561)
Cl (-0.41793, -5.32038, -3.03017)
Cl (-2.23681, -3.15056, -3.70748)
C (-1.37809, -3.49477, -1.21118)
O (-0.17444, -3.53630, -0.74977)
O (-2.25749, -2.69978, -0.71600)

Cartesian forces (eV/Å) of the 3 atoms listed first:
Y -0.8 -1.9 1.5
C -1.2 0.1 -0.2
C -0.4 -1.1 -0.6

***

Computed, not measured: a molecular structure, C25H41F3N2O9S, with ωB97M-V/def2-TZVPD.

Total charge: 0
Gap between HOMO and LUMO (eV): 8.31
HOMO level (eV): -8.93

CARTESIAN COORDINATES (ANGSTROEM)
C (4.60566, 1.69598, 1.72733)
O (4.53239, 2.29588, 0.44995)
C (3.93195, 1.46301, -0.51274)
C (2.46163, 1.74522, -0.69421)
C (1.72436, 2.47156, 0.17249)
C (0.31379, 2.71782, 0.01524)
C (-0.30433, 3.50995, 1.13933)
O (-1.34383, 4.37214, 0.69379)
O (-2.36405, 4.42993, 1.68448)
C (-0.36572, 2.21716, -1.04984)
C (-1.84764, 2.37357, -1.28658)
C (-2.69034, 1.50827, -0.31624)
C (-2.86928, 0.10972, -0.77722)
F (-1.74265, -0.59971, -1.01240)
C (-4.02934, -0.49316, -0.98583)
F (-4.14862, -1.62093, -1.65504)
F (-5.15554, -0.02676, -0.45768)
C (0.38504, 1.46744, -2.00740)
N (-0.10449, 0.91198, -3.11638)
S (1.12128, 0.16216, -3.83227)
N (2.30765, 0.49189, -2.81365)
C (1.78603, 1.23082, -1.83372)
H (4.97873, 2.44098, 2.42439)
H (5.28309, 0.83619, 1.70764)
H (3.62684, 1.33819, 2.06307)
H (4.45037, 1.55205, -1.46570)
H (4.03343, 0.41836, -0.18977)
H (2.21206, 2.90955, 1.03437)
H (-0.70772, 2.82686, 1.89212)
H (0.46840, 4.10528, 1.63068)
H (-2.88258, 3.62611, 1.52805)
H (-2.15666, 3.40941, -1.19646)
H (-2.04358, 2.03798, -2.30395)
H (-3.65702, 1.96273, -0.11139)
H (-2.15029, 1.47825, 0.63997)
C (5.11871, -0.67788, -3.17752)
O (6.34955, -0.84444, -2.49911)
C (6.41788, -2.05860, -1.77712)
C (7.84268, -2.55011, -1.66322)
O (8.36017, -3.12229, -2.85186)
C (8.71202, -2.24667, -3.91086)
C (9.96643, -1.43993, -3.66549)
O (9.71561, -0.35694, -2.78836)
C (10.86333, 0.05543, -2.08420)
H (4.28793, -0.57146, -2.48149)
H (5.19195, 0.22800, -3.77720)
H (4.92852, -1.52590, -3.84852)
H (5.81005, -2.83038, -2.26438)
H (6.02400, -1.89201, -0.76335)
H (7.84421, -3.36635, -0.93666)
H (8.49647, -1.76514, -1.27709)
H (7.87968, -1.59493, -4.18392)
H (8.91220, -2.90580, -4.75833)
H (10.32034, -1.04197, -4.62697)
H (10.74166, -2.09742, -3.25357)
H (11.30775, -0.77890, -1.52877)
H (10.55405, 0.82077, -1.37488)
H (11.61634, 0.48009, -2.75852)
C (-6.61869, -2.89648, 1.15233)
O (-7.31942, -2.56490, 2.33019)
C (-6.50915, -1.89325, 3.27749)
C (-7.32690, -0.95502, 4.13438)
O (-7.71178, 0.24369, 3.48254)
C (-8.74823, 0.17100, 2.51651)
C (-10.12809, -0.04409, 3.09445)
O (-10.31910, -1.39474, 3.47370)
C (-11.27780, -1.54705, 4.49437)
H (-5.83788, -3.63901, 1.35496)
H (-7.33161, -3.31584, 0.44520)
H (-6.16720, -2.00414, 0.70790)
H (-5.72295, -1.31940, 2.77169)
H (-6.03382, -2.64070, 3.92807)
H (-6.68549, -0.63100, 4.95749)
H (-8.18518, -1.47055, 4.57007)
H (-8.52841, -0.57469, 1.74982)
H (-8.74788, 1.15240, 2.03730)
H (-10.87264, 0.21787, 2.32961)
H (-10.26440, 0.62078, 3.95598)
H (-11.01825, -0.94590, 5.37367)
H (-11.28647, -2.59701, 4.78049)
H (-12.27920, -1.26503, 4.14872)

Cartesian forces (eV/Å) of the 3 atoms listed first:
C 0.0 -0.2 -0.1
O 0.0 0.2 0.0
C -0.2 -0.2 0.3

***

Question: What is the total charge in the third record?
Answer: 0

***

Question: total charge of number 1 (C25H41BrClNO4P2PdTe)?
Answer: +2